Formula: C54H74N6O2SSeV
Source: the OMol25 dataset
Level of theory: ωB97M-V/def2-TZVPD

The total energy comes out at -172105.4439 eV. Its molecular weight is 1001.20 g/mol. For the LUMO energy (spin up / spin down), the calculation gives 4.10 / 4.10 eV. Its expectation value of S² is 3.833. Its largest force on an atom is 3.86 eV Å⁻¹. The gap between HOMO and LUMO (spin up / spin down) is 4.5040 / 5.8651 eV. For the highest occupied orbital energy (spin up / spin down), the calculation gives -0.40 / -1.77 eV.

```
! wB97M-V def2-TZVPD RIJCOSX def2/J DEFGRID3
* xyz -2 4
V 1.3320 0.6178 -0.7530
C 5.2576 0.0714 0.2940
C 4.7216 0.9162 1.4478
C 3.2021 1.1470 1.4019
N 2.7120 1.5807 0.1205
C 3.0511 2.7833 -0.3415
C 3.7223 3.7647 0.4279
C 4.2517 4.9875 0.0608
C 4.2820 5.5985 -1.1879
C 3.6455 5.1602 -2.3488
C 2.8650 4.0439 -2.5648
C 2.5345 2.9670 -1.6954
N 1.7381 1.9531 -2.0149
C 1.1067 1.9338 -3.3067
C 2.0753 1.4874 -4.4201
C 2.0398 -0.0263 -4.6384
N 2.2186 -0.6949 -3.3854
C 2.9375 -1.7501 -3.2575
C 3.8272 -2.3170 -4.2328
C 4.2266 -3.6126 -4.4318
C 3.7967 -4.7687 -3.7798
C 3.0966 -4.8014 -2.5813
C 2.8026 -3.7549 -1.7313
C 2.9855 -2.3400 -1.8895
N 3.1378 -1.4796 -0.9325
C 3.6449 -1.9357 0.3308
C 5.0891 -1.4330 0.4913
H 6.3272 0.2830 0.1757
H 4.7474 0.3672 -0.6249
H 5.2257 1.8842 1.4137
H 4.9684 0.4413 2.4037
H 2.9348 1.8669 2.1998
H 2.6840 0.2180 1.6339
H 3.8119 3.5463 1.4865
H 4.7259 5.5457 0.8673
H 4.8315 6.5324 -1.2669
H 3.7599 5.8156 -3.2111
H 2.4592 3.9832 -3.5683
H 0.6883 2.9236 -3.5540
H 0.2799 1.2228 -3.2499
H 3.0929 1.7685 -4.1333
H 1.8319 1.9878 -5.3650
H 2.7845 -0.2931 -5.4137
H 1.0528 -0.3091 -5.0329
H 4.2718 -1.5845 -4.9009
H 4.9146 -3.7718 -5.2630
H 4.0634 -5.7210 -4.2293
H 2.8021 -5.7908 -2.2278
H 2.3670 -4.0445 -0.7790
H 3.6849 -3.0373 0.4121
H 3.0261 -1.5613 1.1467
H 5.6959 -1.9551 -0.2563
H 5.4581 -1.7205 1.4825
C -1.0966 -2.0104 6.6680
C -0.9604 -0.6204 6.0362
C -2.2945 0.1197 6.2108
C 0.1449 0.1327 6.7916
C -0.6152 -0.6729 4.5553
C -0.3639 0.5031 3.8584
C -0.0105 0.4755 2.5311
Se 0.1746 2.1676 1.6076
C -1.6775 2.2955 1.0951
C -2.6021 2.7442 2.0087
C -3.9484 2.8060 1.6806
C -4.2920 2.3922 0.3952
C -3.3900 1.9489 -0.5542
C -1.9889 1.8471 -0.2235
O -1.0712 1.4264 -0.9926
C -3.8991 1.4759 -1.9155
C -2.9915 2.0066 -3.0306
C -3.8919 -0.0573 -1.9045
C -5.3334 1.9227 -2.2448
C -4.9604 3.2868 2.7126
C -6.4007 3.2551 2.1923
C -4.6364 4.7306 3.1263
C -4.8919 2.3799 3.9496
C 0.1532 -0.7287 1.7773
O 0.6629 -0.6972 0.6104
C -0.2495 -1.9225 2.4708
C -0.5753 -1.8485 3.8142
C -0.2733 -3.3099 1.8209
C 1.0321 -4.0410 2.1752
C -0.4196 -3.2438 0.3006
C -1.4601 -4.1531 2.3254
H -1.3089 -1.9131 7.7342
H -0.1753 -2.5777 6.5514
H -1.9116 -2.5659 6.2096
H -2.5655 0.1962 7.2654
H -3.0849 -0.4105 5.6836
H -2.2307 1.1205 5.7939
H -0.0871 0.1909 7.8566
H 0.2581 1.1415 6.4056
H 1.0961 -0.3818 6.6674
H -0.4397 1.4689 4.3383
H -2.2496 3.0295 2.9918
H -5.3358 2.4121 0.1277
H -1.9665 1.7256 -2.8115
H -3.0498 3.0943 -3.0776
H -3.2874 1.5951 -3.9972
H -2.8956 -0.4146 -1.6719
H -4.1875 -0.4561 -2.8755
H -4.5793 -0.4282 -1.1443
H -5.4403 3.0046 -2.1807
H -6.0632 1.4521 -1.5876
H -5.5702 1.6172 -3.2655
H -6.5108 3.8877 1.3144
H -7.0810 3.6184 2.9638
H -6.6888 2.2382 1.9361
H -4.7306 5.3971 2.2715
H -3.6196 4.8054 3.5003
H -5.3201 5.0703 3.9063
H -5.0995 1.3511 3.6637
H -5.6228 2.6906 4.6983
H -3.9038 2.4112 4.3977
H -0.8092 -2.7732 4.3168
H 1.8847 -3.4502 1.8520
H 1.0727 -5.0121 1.6786
H 1.1105 -4.1968 3.2524
H 0.4128 -2.7135 -0.1503
H -1.3333 -2.7160 0.0338
H -0.4653 -4.2529 -0.1147
H -1.3507 -4.4598 3.3636
H -1.5370 -5.0600 1.7266
H -2.3870 -3.5940 2.2217
C -1.7979 -1.1140 -5.0612
N -0.8213 -2.0759 -4.6519
C -0.7042 -3.3562 -5.3085
C 0.3221 -4.0785 -4.4259
N 0.1812 -3.3859 -3.1620
C -0.3862 -2.1620 -3.3500
S -0.6225 -0.9918 -2.2250
H -1.5532 -0.7168 -6.0490
H -1.7765 -0.3143 -4.3209
H -2.8056 -1.5479 -5.0911
H -0.3719 -3.2393 -6.3464
H -1.6747 -3.8842 -5.3109
H 1.3381 -3.9763 -4.8247
H 0.1047 -5.1430 -4.3002
H 0.9518 -3.4642 -2.4936
*
```

Löwdin atomic charge list, values in e, 99 entries: V 0.74; C -0.21; C -0.17; C -0.26; N -0.15; C -0.23; C -0.05; C -0.13; C -0.17; C -0.13; C -0.04; C -0.20; N -0.10; C -0.23; C -0.16; C -0.24; N 0.06; C -0.26; C -0.06; C -0.16; C -0.19; C -0.15; C -0.10; C -0.26; N 0.07; C -0.25; C -0.18; H 0.10; H 0.10; H 0.09; H 0.11; H 0.10; H 0.08; H 0.09; H 0.09; H 0.07; H 0.09; H 0.08; H 0.12; H 0.05; H 0.11; H 0.10; H 0.10; H 0.10; H 0.09; H 0.09; H 0.07; H 0.10; H 0.09; H 0.10; H 0.09; H 0.11; H 0.10; C -0.07; C -0.56; C -0.05; C -0.06; C -0.20; C -0.10; C -0.36; Se 1.18; C -0.38; C -0.10; C -0.20; C 0.00; C -0.09; C -0.40; O -0.23; C -0.53; C -0.05; C -0.06; C -0.08; C -0.56; C -0.08; C -0.06; C -0.06; C -0.37; O -0.25; C -0.08; C 0.00; C -0.52; C -0.04; C -0.08; C -0.07; H 0.07; H 0.08; H 0.08; H 0.07; H 0.09; H 0.07; H 0.07; H 0.07; H 0.09; H 0.09; H 0.09; H 0.08; H 0.04; H 0.09; H 0.07